Density functional theory data (wB97M-V/def2-TZVPD) for 8 unconnected molecules or ions with the total composition C39H51O19P in a non-equilibrium geometry.

Geometry (Å):
O  4.05243  3.98583  -2.58566
C  3.75502  2.68966  -2.44110
C  4.51396  1.47191  -3.30024
C  3.73083  0.27734  -3.81449
C  4.39792  -0.98834  -4.62568
P  5.29942  -2.05509  -3.27219
O  6.33433  -1.15194  -2.42799
O  4.14080  -2.68248  -2.09817
O  6.18826  -3.37076  -3.98928
C  2.08968  0.22222  -3.49681
O  1.20880  -0.25469  -4.38612
C  1.66419  0.85836  -2.00966
C  0.42239  0.20018  -1.15820
C  0.08982  0.84362  0.31417
C  0.98095  2.11069  0.93860
C  2.22338  2.79867  0.05533
C  2.54811  2.14865  -1.41747
H  5.68431  1.46902  -3.50799
H  5.12134  -0.63045  -5.47748
H  3.52231  -1.65381  -5.07759
H  4.24443  -2.21653  -1.21721
H  7.09129  -3.33637  -3.55281
H  -0.15386  -0.69764  -1.66613
H  -0.79089  0.39693  0.95234
H  0.77089  2.55518  2.00583
H  2.88467  3.68169  0.45497
O  0.59073  5.01188  2.27315
C  0.62138  5.74469  1.29835
C  0.05009  7.12873  1.23335
C  0.01564  7.38750  -0.25166
C  1.16301  6.55355  -0.75862
O  1.22571  5.42779  0.11574
H  0.72310  7.81787  1.75099
H  -0.95074  7.16309  1.66988
H  0.10350  8.44522  -0.51368
H  -0.92752  7.01297  -0.66784
H  2.11804  7.08716  -0.71010
H  0.99832  6.21422  -1.78543
O  -0.77999  -2.97931  -0.99744
C  -1.19976  -3.17499  -2.12601
C  -2.39659  -4.00642  -2.47601
C  -2.21265  -4.21810  -3.95748
C  -1.46588  -2.97924  -4.37758
O  -0.66131  -2.62503  -3.25376
H  -3.30398  -3.43723  -2.25583
H  -2.39150  -4.95361  -1.93174
H  -3.15164  -4.35922  -4.49925
H  -1.58774  -5.10339  -4.12709
H  -2.13833  -2.14478  -4.60267
H  -0.82623  -3.16312  -5.24571
O  -0.00864  9.03852  -2.22889
C  0.97895  9.69115  -2.52368
C  1.05028  11.18752  -2.56799
C  2.32045  11.42094  -3.34617
C  3.14221  10.20439  -3.00909
O  2.19747  9.15180  -2.82120
H  1.12207  11.57232  -1.54691
H  0.18248  11.60862  -3.08083
H  2.82016  12.36068  -3.09649
H  2.09656  11.43157  -4.41984
H  3.71240  10.33146  -2.08286
H  3.83171  9.94123  -3.81653
O  9.51016  1.90036  2.12948
C  9.09038  1.70469  1.00091
C  7.89356  0.87325  0.65091
C  8.07750  0.66158  -0.83056
C  8.82426  1.90044  -1.25066
O  9.62883  2.25465  -0.12684
H  6.98617  1.44245  0.87109
H  7.89864  -0.07393  1.19518
H  7.13850  0.52046  -1.37233
H  8.70241  -0.22371  -1.00017
H  8.15182  2.73490  -1.47575
H  9.46392  1.71656  -2.11880
O  -4.26596  -3.22294  -0.18655
C  -3.83239  -3.96700  0.67749
C  -2.76767  -3.61618  1.67221
C  -2.36635  -4.97135  2.19745
C  -3.63443  -5.77091  2.05060
O  -4.28649  -5.23524  0.90009
H  -3.20270  -2.98880  2.45512
H  -1.92923  -3.10851  1.18980
H  -1.98801  -4.94872  3.22288
H  -1.58363  -5.39621  1.55725
H  -4.29939  -5.65791  2.91329
H  -3.43059  -6.83463  1.89710
O  -8.34732  -7.27077  4.38375
C  -8.31667  -6.53796  3.40895
C  -8.88796  -5.15392  3.34395
C  -8.92242  -4.89515  1.85894
C  -7.77505  -5.72910  1.35199
O  -7.71234  -6.85486  2.22635
H  -8.21496  -4.46478  3.86160
H  -9.88880  -5.11956  3.78048
H  -8.83455  -3.83743  1.59692
H  -9.86557  -5.26968  1.44276
H  -6.82002  -5.19549  1.40050
H  -7.93974  -6.06844  0.32517
O  -3.72782  -7.29369  4.87388
C  -3.85978  -6.45414  5.74906
C  -5.16718  -5.97331  6.30194
C  -4.76125  -4.71358  7.02423
C  -3.34000  -5.00772  7.42727
O  -2.82208  -5.84719  6.39633
H  -5.56348  -6.72642  6.98866
H  -5.88087  -5.76462  5.50162
H  -5.40685  -4.46759  7.87148
H  -4.78149  -3.86754  6.32650
H  -3.28074  -5.54618  8.37896
H  -2.73892  -4.09647  7.49755

Atomic forces in eV per Å
O -1.52 -8.05 0.95
C 0.25 3.88 -0.20
C -2.31 -3.31 -1.23
C 1.04 3.08 1.78
C -1.48 0.00 0.23
P 3.55 1.71 4.25
O -3.57 -3.22 -3.30
O 1.90 1.27 -2.15
O -1.29 2.45 1.65
C -2.76 -0.94 -2.43
O 5.52 2.67 5.53
C -0.76 0.80 2.40
C 2.64 3.50 0.88
C 3.08 1.65 -1.88
C 1.00 -1.53 -3.84
C -2.06 -3.80 -1.98
C -1.87 -1.33 1.25
H -2.80 0.35 0.55
H -1.22 -0.91 1.93
H 1.82 1.61 0.86
H 0.27 -0.42 -1.62
H -1.48 0.13 -0.49
H 1.29 2.09 1.44
H 2.03 1.01 -1.44
H 0.35 -1.00 -2.48
H -1.63 -2.06 -0.88
O 0.29 0.51 -1.58
C 0.18 -0.94 1.46
C -0.42 0.03 -0.23
C -0.43 0.66 0.27
C 0.15 0.40 -0.86
O -0.40 -0.13 1.09
H -0.08 -0.10 0.12
H 0.34 -0.03 0.28
H -0.11 -0.80 0.52
H 0.18 0.15 -0.02
H -0.04 -0.08 -0.02
H 0.20 -0.11 0.26
O -0.08 0.05 -1.71
C 0.29 0.32 1.50
C -0.09 -0.38 -0.31
C -0.34 -0.71 -0.45
C -0.08 0.17 -0.83
O 0.10 -0.17 1.11
H 0.15 -0.12 0.19
H -0.15 0.35 0.22
H 0.17 0.06 0.02
H -0.10 0.14 -0.05
H 0.09 -0.04 0.04
H 0.05 0.24 0.26
O 1.79 1.08 -1.67
C -1.44 -0.90 0.44
C -0.01 0.38 -0.33
C 0.22 0.79 -0.42
C 0.83 0.13 -0.14
O -1.01 -0.18 0.20
H -0.16 -0.04 -0.04
H -0.04 -0.15 0.41
H 0.00 -0.18 -0.06
H 0.08 0.01 0.17
H -0.05 -0.04 -0.06
H -0.15 -0.20 0.23
O -0.20 -0.05 -1.98
C 0.56 0.55 2.04
C -0.05 -0.45 -0.24
C -0.52 -0.48 -0.52
C -0.06 0.05 -0.65
O 0.16 -0.07 0.85
H 0.07 -0.07 0.15
H -0.11 0.36 0.20
H 0.33 -0.02 0.07
H -0.17 0.14 -0.05
H 0.05 -0.01 0.02
H 0.05 0.21 0.23
O 0.17 -1.47 1.06
C -0.74 1.27 -1.03
C 0.55 -0.06 0.05
C 0.74 -0.16 0.44
C 0.09 -0.76 0.61
O -0.05 0.88 -0.77
H -0.02 0.08 -0.12
H -0.37 0.18 -0.01
H -0.09 -0.13 -0.13
H -0.11 0.06 0.12
H 0.04 -0.08 -0.11
H -0.31 0.20 -0.01
O 0.25 0.82 -1.77
C 0.26 -1.32 1.65
C -0.47 0.26 -0.21
C -0.53 0.66 -0.41
C 0.32 0.31 -0.71
O -0.35 -0.27 0.90
H -0.10 -0.08 0.11
H 0.35 -0.02 0.27
H 0.03 -0.18 -0.05
H 0.15 0.08 0.04
H -0.07 -0.09 -0.06
H 0.19 -0.13 0.24
O 0.37 1.51 1.34
C 0.20 -1.74 -1.31
C -0.31 0.43 -0.04
C -0.59 0.65 0.26
C 0.27 0.45 0.59
O -0.21 -0.45 -0.68
H -0.05 -0.04 -0.23
H 0.04 -0.47 0.13
H 0.16 0.01 -0.09
H 0.02 -0.08 0.14
H 0.01 0.03 -0.08
H 0.10 -0.30 -0.07

The value obtained for the largest force on an atom is 8.25 eV/A. The value obtained for the LUMO energy is -1.47 eV. The calculation puts the HOMO energy at -0.31583 Ha.

These are the Löwdin partial charges, in e, on atoms 1 to 4:
1 O -0.04
2 C -0.20
3 C 0.07
4 C -0.14